1.
ORCA calculation (wB97M-V/def2-TZVPD) on an isolated molecule of C3H5NO2 in a non-equilibrium geometry.

The geometry in XYZ format:
```
11
Properties=species:S:1:pos:R:3:forces:R:3:mulliken_charge:R:1
N -2.59468 -0.90740 -0.91446 0.8 0.5 0.5 -0.378
C -1.71223 -0.39508 -0.37090 -0.7 -0.4 -0.4 0.130
C -0.56899 0.27716 0.29551 0.0 -0.2 0.1 0.199
O -0.56308 1.65396 0.02203 0.1 0.1 -0.1 -0.509
C 0.73083 -0.44111 -0.07087 -0.3 -0.1 -0.3 -0.500
O 1.69306 -0.06476 0.88039 0.3 -0.1 0.0 -0.496
H -0.70120 0.18541 1.37819 0.0 0.0 -0.1 0.252
H -0.48215 1.77771 -0.93263 0.0 0.0 0.1 0.360
H 1.01628 -0.14677 -1.09450 0.0 0.0 0.2 0.285
H 0.55477 -1.52682 -0.07120 0.0 0.2 0.0 0.347
H 2.52114 -0.51226 0.67002 -0.1 0.1 0.1 0.310
```
Positions in Å, forces in eV/Å.

Properties
SMILES string = N#C[C@H](O)CO
multiplicity = 1
net charge = 0
ΔE to the lowest compared entry with this formula, charge and spin = 1.5955 eV

=====

2.
ORCA calculation (wB97M-V/def2-TZVPD) on an isolated molecule of C3H6N2O2 in a non-equilibrium geometry.

The geometry in XYZ format:
```
13
Properties=species:S:1:pos:R:3:forces:R:3:mulliken_charge:R:1
H 2.64872 0.90002 -1.25754 -0.5 0.6 -0.5 0.232
N 1.82681 0.38229 -0.96934 1.0 -0.8 0.6 -0.733
C 1.43383 0.77404 0.16895 1.3 -0.3 0.2 0.244
O 0.98558 -0.12999 1.14387 0.0 0.0 0.5 -0.376
C 0.00092 -0.98419 0.63855 -0.1 0.1 -0.3 -0.466
C -0.92769 0.04036 -0.01699 0.0 -0.2 0.0 0.535
N -2.19636 -0.23688 -0.31982 -0.3 0.4 -0.3 -0.376
O -0.45691 1.15543 -0.19466 -1.8 0.2 0.0 -0.503
H 1.60427 1.74845 0.63203 0.4 -0.3 0.1 0.380
H 0.44164 -1.69080 -0.07182 -0.3 0.1 -0.3 0.308
H -0.51281 -1.58424 1.41000 0.4 0.6 0.0 0.324
H -2.69099 0.55655 -0.69600 -0.3 -0.3 -0.1 0.249
H -2.63524 -1.13457 -0.27180 0.1 -0.2 0.1 0.183
```
Positions in Å, forces in eV/Å.

Properties
SMILES string = [H]/N=C/OCC(N)=O
multiplicity = 1
net charge = 0
ΔE to the lowest compared entry with this formula, charge and spin = 2.7138 eV

=====

3.
ORCA calculation (wB97M-V/def2-TZVPD) on a structure of composition C16H44ClO10 in a non-equilibrium geometry.

The geometry in XYZ format:
```
71
Properties=species:S:1:pos:R:3:forces:R:3:mulliken_charge:R:1
Cl 15.39719 -7.98994 2.09958 5.9 1.1 -2.5 0.611
O 15.61871 -8.24556 0.69881 -5.3 -0.2 7.9 -0.565
O 16.60652 -7.78623 2.80592 1.2 0.0 -1.1 -0.679
O 14.52334 -6.84389 2.18456 7.2 -1.2 9.8 -0.179
O 14.69223 -9.06660 2.74337 6.0 -3.4 -4.7 -1.313
C 10.89846 -8.45519 3.06059 0.2 -0.1 0.8 -2.155
C 12.26533 -8.02436 2.49559 -2.6 0.8 2.2 2.038
C 12.23397 -6.53261 2.19424 -1.9 0.8 0.2 -1.876
O 13.26459 -8.12967 3.50265 -11.3 -3.2 -1.7 -0.459
H 10.66852 -7.88908 3.96322 0.4 0.1 0.3 0.426
H 10.91207 -9.50465 3.35477 -0.2 -0.2 -0.1 0.392
H 10.02839 -8.22944 2.44406 0.3 -0.2 -0.6 0.366
H 12.47141 -8.65484 1.63064 -0.7 0.1 1.7 0.012
H 13.21377 -6.34181 1.75641 -3.9 1.7 0.7 0.586
H 12.04043 -5.87261 3.03985 -0.1 -0.6 0.5 0.440
H 11.46576 -6.31143 1.45327 0.2 0.6 1.1 0.471
H 14.08576 -8.31428 3.04091 -4.8 1.9 3.1 -1.289
C 11.86898 -7.28042 -0.56519 -0.2 -1.2 1.0 -1.642
C 13.22885 -7.74871 -0.05798 0.6 1.2 -3.6 1.543
C 14.06607 -8.25653 -1.22398 -3.9 -2.9 -1.7 -1.632
O 13.86031 -6.59315 0.45851 -2.4 0.9 -10.2 -0.628
H 11.34146 -6.99958 0.34639 -0.5 -0.4 -1.4 0.282
H 11.37486 -8.14818 -1.00215 -0.2 0.3 -0.5 0.322
H 11.94543 -6.39365 -1.19438 0.1 -0.3 -0.2 0.374
H 13.17004 -8.57163 0.65437 0.6 0.4 -1.4 -0.807
H 15.07536 -8.56543 -0.95197 -5.0 -0.1 -0.4 0.180
H 14.25229 -7.50205 -1.98829 -1.5 -0.4 -0.5 0.578
H 13.61328 -9.09417 -1.75451 -0.9 -0.4 0.2 0.515
H 14.51838 -6.90887 1.08211 -0.6 2.0 -4.4 0.321
C 17.40386 -5.68442 0.22068 -1.1 0.1 1.1 -1.897
C 17.23100 -7.13986 -0.24071 1.9 2.5 -2.6 2.228
C 16.04538 -7.31473 -1.25202 5.2 3.9 -0.6 -1.955
O 18.47329 -7.44759 -0.91534 0.1 -0.3 -0.3 -0.666
H 17.93060 -4.99859 -0.44287 0.0 -0.5 -0.5 0.432
H 17.91084 -5.60396 1.18224 0.2 -0.3 0.2 0.420
H 16.42456 -5.24260 0.40466 -0.2 0.1 0.0 0.324
H 17.07325 -7.88568 0.53836 2.5 3.0 -0.2 0.425
H 15.04315 -7.10989 -0.87564 3.4 2.3 0.6 0.714
H 16.07768 -8.31402 -1.68616 1.4 1.5 -0.7 0.516
H 16.15652 -6.63142 -2.09394 0.5 0.4 -0.2 0.482
H 19.13968 -7.15415 -0.28971 0.3 -0.1 -0.1 0.437
C 16.12633 -9.67618 6.01605 -0.1 -0.6 0.3 -1.332
C 15.78356 -10.67025 4.93276 -1.8 1.3 -0.2 0.521
C 14.22451 -10.70466 4.65905 0.6 -0.9 0.1 -1.177
O 16.41082 -10.26196 3.73840 3.4 -0.8 3.5 -0.463
H 17.20648 -9.53001 6.01708 0.1 -0.2 0.5 0.338
H 15.69022 -10.07894 6.93021 0.5 0.2 0.5 0.463
H 15.68762 -8.69133 5.85571 0.3 -1.4 0.0 -0.082
H 16.15255 -11.66979 5.16267 0.0 -0.1 0.1 0.387
H 13.60550 -11.09567 5.46654 0.3 -0.3 0.2 0.437
H 14.14917 -11.33972 3.77638 -0.5 -0.3 0.3 0.258
H 13.74309 -9.77071 4.36910 0.5 -0.1 0.7 0.239
H 15.81479 -9.67992 3.26135 0.9 1.1 3.3 0.517
C 16.54972 -9.79240 -0.44106 1.2 -1.9 -0.1 -0.750
C 16.41960 -10.98083 0.50223 -1.2 0.9 1.3 -0.399
C 15.31968 -10.82338 1.62549 1.0 -1.2 -3.2 -0.143
O 16.04334 -12.10497 -0.21746 0.3 -1.6 -1.0 -0.593
H 17.11750 -9.95814 -1.35662 0.5 -0.8 0.1 0.534
H 16.97183 -8.93150 0.07737 1.1 -3.3 -1.6 -0.606
H 15.56790 -9.44673 -0.76455 1.2 -3.2 0.5 0.624
H 17.39933 -11.13924 0.95294 0.2 -0.2 0.4 0.366
H 14.88272 -11.75148 1.99398 0.4 -0.5 -0.6 0.553
H 14.50025 -10.22692 1.22439 0.0 -0.9 -0.6 -0.105
H 15.72423 -10.36257 2.52666 -0.4 -4.1 -5.0 -0.431
H 16.85681 -12.31461 -0.68212 -0.2 -0.5 -0.6 0.472
C 14.92112 -6.99215 4.79816 -1.6 0.3 0.9 1.010
O 13.50937 -6.78820 4.90304 3.5 5.7 6.6 -0.738
H 15.26681 -7.49728 5.70007 -0.1 1.4 -0.2 0.312
H 15.12124 -7.65595 3.95708 0.0 0.8 3.0 -0.193
H 15.51697 -6.11033 4.56266 0.0 0.4 0.2 0.258
H 13.24242 -7.15038 4.05499 -1.1 0.8 -0.1 1.027
```
Positions in Å, forces in eV/Å.

Properties
multiplicity = 1
net charge = -1
ΔE to the lowest compared entry with this formula, charge and spin = 32.6482 eV